i) One molecule with the formula H3NO2S. Source: the OMol25 dataset; level of theory: the ωB97M-V functional and the def2-TZVPD basis.

Calculated values
orbital gap: 11.4 eV
SMILES: N[SH](=O)=O

Element x y z (Å)
S 0.2059 -0.1160 -1.2915
O -0.3839 -1.2593 -1.9368
O 1.4537 0.5311 -1.9764
N 0.3766 -0.5079 0.2884
H 1.1866 -0.6527 0.8076
H -0.8754 0.9332 -0.9340
H -0.3391 -0.9843 0.7039


ii) A 2-piece molecular cluster, H3NO2S overall. Source: the OMol25 dataset; level of theory: the ωB97M-V functional and the def2-TZVPD basis.

Calculated values
orbital gap (alpha / beta): 9.1 / 9.2 eV

Element x y z (Å)
S -2.0529 -0.4157 0.0853
O 0.1211 0.8643 -0.2156
O -0.8306 0.3838 -0.9836
N 1.4448 -0.4984 -0.2422
H 0.9686 -0.9351 0.5395
H -1.9975 0.6539 0.9238
H 2.3465 -0.0528 -0.1072


Which of them is least stable? Easy: ii).


i) A 2-piece molecular cluster, C4H5BrO2 overall. Source: the OMol25 dataset; level of theory: the ωB97M-V functional and the def2-TZVPD basis.

Calculated values
orbital gap: 8.8 eV

Element x y z (Å)
Br -0.7841 -1.2350 1.7810
O 1.7750 1.3506 -0.7815
O -0.4407 -2.9408 -0.8666
C 0.7787 1.3133 -0.1769
C 0.1462 -0.8728 0.1078
C -0.2536 2.0750 0.4994
C 0.2272 -1.7605 -0.8632
H -0.7956 1.6814 1.4004
H -0.6944 -3.0277 0.1577
H 0.8757 -1.6276 -1.7037
H -1.0015 2.0244 -0.3624
H 0.1669 3.0197 0.8080


ii) A 2-piece molecular cluster, C4H5BrO2 overall. Source: the OMol25 dataset; level of theory: the ωB97M-V functional and the def2-TZVPD basis.

Calculated values
orbital gap: 10.6 eV
SMILES: O=C1O[C@@H]1Br.C=C

Element x y z (Å)
Br -2.9688 1.2899 -0.0803
O -4.2137 -2.3920 -0.8873
O -4.7575 -0.8032 0.7873
C 0.1891 0.5938 -0.4897
C -4.1585 -1.4896 -0.1103
C -3.3923 -0.4528 0.6233
C 1.4838 0.2881 -0.4307
H -0.0591 0.8520 -1.4688
H 1.9883 0.0743 0.6222
H 2.1744 0.1591 -1.2866
H -2.8889 -0.8628 1.4771
H -0.4946 0.5312 0.3084


Which of them is least stable? Easy: i).


i) An isolated ion of composition C2H5N2 and charge +1. Source: the OMol25 dataset; level of theory: the ωB97M-V functional and the def2-TZVPD basis.

Calculated values
orbital gap: 10.3 eV
SMILES: CN1C=[NH+]1
net charge: +1

Element x y z (Å)
N -0.1197 -0.2531 0.1506
N -1.3220 0.7168 -0.0392
C 1.3498 0.0572 -0.1086
C -1.3040 -0.6235 -0.0820
H 1.9172 -0.6271 0.5211
H -1.6430 1.2476 0.7725
H 1.5403 -0.1311 -1.1633
H -1.9397 -1.4789 -0.2123
H 1.5211 1.0920 0.1613


ii) C2H5N2 as an isolated structure. Source: the OMol25 dataset; level of theory: the ωB97M-V functional and the def2-TZVPD basis.

Calculated values
orbital gap: 9.7 eV
net charge: +1

Element x y z (Å)
N 0.1206 0.1777 -1.0093
N -0.4049 -0.5506 0.7580
C -0.9749 -0.3176 -0.4155
C 0.8129 -0.0028 0.1905
H -1.9725 -0.2476 -0.6210
H 1.6432 -0.5529 0.4335
H 0.3297 0.4557 -2.0124
H -0.8772 -0.5840 1.6535
H 1.3231 1.6222 1.0226


iii) An isolated ion of composition C2H5N2 and charge +1. Source: the OMol25 dataset; level of theory: the ωB97M-V functional and the def2-TZVPD basis.

Calculated values
orbital gap: 9.4 eV
SMILES: CC=[N+]=N
net charge: +1

Element x y z (Å)
N 0.7366 -0.8676 0.3261
N 1.7974 -1.3566 0.3063
C -0.7103 1.0311 -0.3251
C -0.4529 -0.3620 -0.0554
H -1.8050 1.2170 -0.6083
H -0.6657 1.6907 0.4522
H -1.1612 -1.1084 -0.0306
H 2.3259 -1.8692 1.0501
H -0.0649 1.6252 -1.1153


Which of them is least stable? Easy: ii).


i) C5H9NO3 as an isolated structure. Source: the OMol25 dataset; level of theory: the ωB97M-V functional and the def2-TZVPD basis.

Calculated values
orbital gap: 9.9 eV

Element x y z (Å)
O 1.1761 1.3950 0.8863
O -2.0425 0.3819 0.6052
O -0.6288 2.8065 1.0999
N -0.1079 1.7717 0.3534
C 0.5396 -0.2132 -1.6105
C -0.6115 -1.9493 -0.1880
C -0.8299 0.4844 0.4314
C 0.8993 0.0336 1.1907
C -0.0267 -0.5727 -0.2755
H 1.2692 0.5995 -1.5382
H -1.5295 -1.9684 -0.7913
H -0.9081 -2.1969 0.8352
H 0.5664 -0.1121 2.2294
H 1.8426 -0.5199 1.1126
H -0.2578 0.1819 -2.2479
H -0.5161 3.6070 0.5623
H 1.0765 -1.0393 -2.0686
H 0.0891 -2.6897 -0.5862


ii) One molecule with the formula C5H9NO3. Source: the OMol25 dataset; level of theory: the ωB97M-V functional and the def2-TZVPD basis.

Calculated values
orbital gap: 10.2 eV
SMILES: OC[C@@H]1N=C[C@@H](O)[C@@H]1O

Element x y z (Å)
O -2.8214 -0.2614 0.4975
O -0.2909 1.8248 -0.7087
O 2.9696 -0.5369 0.1237
N 0.4816 -1.4277 -0.2729
C -0.7650 -1.5011 -0.5857
C 1.9212 0.4364 0.1173
C -0.6391 0.7417 0.2263
C 0.5757 -0.1371 0.5465
C -1.7114 -0.3217 -0.3453
H 2.3592 1.1467 0.8583
H -2.1032 -0.0170 -1.2989
H 2.8874 -0.9526 -0.7843
H 0.5511 -0.4501 1.6617
H -0.3419 2.7194 -0.3310
H -1.0930 1.2772 1.1185
H 1.7404 0.8735 -0.8471
H -1.0973 -2.4851 -1.1558
H -2.6229 -0.9293 1.1798


iii) C5H9NO3 as an isolated structure. Source: the OMol25 dataset; level of theory: the ωB97M-V functional and the def2-TZVPD basis.

Calculated values
orbital gap: 10.0 eV

Element x y z (Å)
O 0.8849 0.2015 -0.2114
O 2.1216 -0.5743 1.7434
O -0.7317 -1.2255 -0.7449
N 2.9541 -2.0073 0.2026
C -1.3657 1.0233 -0.2954
C -0.3695 -0.0895 -0.4746
C -1.1286 2.0325 0.5379
C -2.5976 0.8958 -1.1385
C 2.0656 -1.6647 1.1243
H 1.3293 0.2898 0.9446
H -3.0797 -0.0627 -0.9465
H -1.7989 2.8770 0.6018
H 1.1477 -2.2793 1.1655
H -2.3357 0.9078 -2.1972
H 3.6418 -1.3286 -0.0894
H -0.2284 2.0818 1.1335
H 2.7835 -2.7887 -0.4100
H -3.2924 1.7110 -0.9454


iv) A 2-piece molecular cluster, C5H9NO3 overall. Source: the OMol25 dataset; level of theory: the ωB97M-V functional and the def2-TZVPD basis.

Calculated values
orbital gap: 8.9 eV

Element x y z (Å)
O 1.1258 -1.9993 -0.7412
O 2.2603 0.3368 -0.3809
O 3.8346 0.4134 1.1724
N 3.3628 0.8756 0.1688
C -0.6261 1.0037 -1.1386
C 0.7626 -0.9792 -0.3814
C -0.2428 0.3001 1.4082
C -0.4189 -0.0659 -0.0914
C -1.6325 -1.0406 -0.2403
H -1.6375 -1.5480 -1.2162
H 0.1686 1.7150 -0.9778
H -0.8795 -0.1659 2.1493
H -0.5253 1.3604 1.3965
H -0.6807 0.4645 -2.1833
H -1.5567 1.3422 -1.0591
H 0.7856 0.2161 1.7042
H -1.6338 -1.7231 0.7194
H -2.4666 -0.5058 -0.3088


Which of them is least stable? Easy: iv).


i) C6H6O2 as an isolated structure. Source: the OMol25 dataset; level of theory: the ωB97M-V functional and the def2-TZVPD basis.

Calculated values
orbital gap: 7.6 eV

Element x y z (Å)
O -0.0373 0.1460 1.5480
O -0.9185 2.1984 1.2944
C 1.4336 0.2734 -0.6278
C -0.6187 1.0172 0.8386
C 2.4857 0.4631 -1.2118
C -0.0704 -2.1061 0.2925
C -1.1142 0.2122 -0.3207
C -0.0734 -0.7778 0.1781
H -1.3900 2.7174 0.6263
H 3.4139 0.6588 -1.6927
H -0.9802 0.6227 -1.3144
H -2.1406 -0.1248 -0.1202
H 0.6353 -2.6083 0.9366
H -0.6253 -2.6921 -0.4268


ii) One molecule with the formula C6H6O2. Source: the OMol25 dataset; level of theory: the ωB97M-V functional and the def2-TZVPD basis.

Calculated values
orbital gap: 9.1 eV
SMILES: C#C[C@@H](O)C(=C)C=O

Element x y z (Å)
O 0.9694 -1.4930 1.1264
O -1.6053 -0.3349 1.0226
C -1.1851 -1.8364 -1.8745
C 0.4569 0.5318 0.3301
C 0.8731 1.8272 0.1398
C -0.9541 0.2102 -0.1188
C -1.0377 -0.7078 -1.3020
C 1.3032 -0.2811 0.9773
H -0.7469 -2.8496 -2.4604
H -1.3910 1.1342 -0.5407
H 1.9253 2.1525 0.2243
H 2.1864 0.2220 1.5852
H -1.0837 -1.2484 1.0916
H 0.2896 2.6734 -0.2011


Which of them is least stable? Easy: i).


i) A 2-piece molecular cluster, C5H12N2O2 overall. Source: the OMol25 dataset; level of theory: the ωB97M-V functional and the def2-TZVPD basis.

Calculated values
orbital gap: 9.6 eV
SMILES: CC(C)NO.CN=C=O

Element x y z (Å)
O -3.4430 0.2581 0.9970
O -0.3412 1.1739 1.8082
N -0.4370 0.8756 0.4172
N -2.3551 -0.8161 -0.7466
C 1.8284 1.7327 -0.4376
C 0.9941 0.4715 -0.3388
C 1.6236 -0.5990 0.5219
C -2.6451 -0.0895 0.1894
C -1.5970 -2.0022 -0.9659
H 2.5786 -0.8992 0.0883
H -0.7657 1.7473 0.0002
H -0.5521 -1.6920 -1.0812
H -1.7327 -2.7213 -0.1535
H 2.8124 1.4991 -0.8466
H 1.9503 2.1803 0.5466
H 0.9774 -1.4715 0.5940
H -0.8624 0.4623 2.2224
H 1.3554 2.4507 -1.1062
H 1.8279 -0.2170 1.5197
H -1.9733 -2.4374 -1.8953
H 0.7565 0.0936 -1.3331


ii) One molecule with the formula C5H12N2O2. Source: the OMol25 dataset; level of theory: the ωB97M-V functional and the def2-TZVPD basis.

Calculated values
orbital gap: 8.4 eV

Element x y z (Å)
O 0.3161 -2.0732 -0.5188
O 0.5405 2.2520 -0.8030
N 0.2928 -0.0452 0.7762
N -1.4941 -0.5464 -2.0278
C 0.6509 -0.8766 -0.4859
C -0.8875 -0.5675 1.4628
C -0.3036 0.1641 -1.6702
C -0.3533 1.2608 -0.7689
C 1.4192 0.1545 1.6811
H -1.1995 0.1421 2.2323
H -2.3516 -0.1056 -1.7246
H 1.6813 -0.5659 -0.7569
H 1.1197 0.8023 2.5073
H 1.2319 2.0493 -1.4495
H -0.6924 -1.5403 1.9232
H 2.2372 0.6428 1.1510
H -1.4354 -1.4968 -1.6598
H -1.2374 1.5234 -0.2032
H 0.3795 0.3219 -2.5101
H 1.7846 -0.7947 2.0954
H -1.6989 -0.7010 0.7496


Which of them is least stable? Easy: ii).


i) C5H12N2O2 as an isolated structure. Source: the OMol25 dataset; level of theory: the ωB97M-V functional and the def2-TZVPD basis.

Calculated values
orbital gap: 8.8 eV

Element x y z (Å)
O 0.6343 -1.5351 1.0769
O -1.2573 1.8484 -1.1489
N -1.9329 -0.5209 1.3598
N 0.9543 0.7099 -0.2890
C 0.3341 -1.8063 -1.2698
C 0.2568 -1.0017 0.0186
C -1.2859 -0.2245 0.1001
C -0.7970 1.1490 -0.0818
C 1.7784 1.1397 0.8349
H -1.8846 -0.5740 -0.7473
H -0.3550 -1.4958 -2.0591
H -1.2256 -0.8462 2.0228
H 1.3421 -1.7317 -1.6870
H 1.2924 0.8857 1.7794
H 2.7413 0.6251 0.8629
H -1.0596 1.3572 -1.9621
H 0.1509 -2.8585 -1.0503
H -2.3871 0.3036 1.7417
H 1.9266 2.2218 0.8539
H 1.4844 0.5563 -1.1416
H -0.7106 1.7980 0.7860


ii) A 2-piece molecular cluster, C5H12N2O2 overall. Source: the OMol25 dataset; level of theory: the ωB97M-V functional and the def2-TZVPD basis.

Calculated values
orbital gap: 8.6 eV

Element x y z (Å)
O -2.4378 -0.6267 -1.0816
O -1.2753 -1.4286 2.1629
N -0.2497 -0.3463 0.4010
N -0.3424 1.0701 0.3186
C 0.9402 0.2373 -1.8406
C 0.0002 -0.8894 1.9319
C -2.5829 0.5504 -1.1531
C 0.7721 0.4223 -0.2968
C 2.1636 0.3998 0.4603
H 0.6296 -1.7309 1.8575
H 0.0256 0.7788 -2.2070
H 0.2731 0.1069 2.3921
H 2.9025 0.8572 -0.1692
H 2.4135 -0.6628 0.6516
H -0.9494 -0.9785 0.0349
H 0.9953 -0.7903 -2.1396
H -2.3333 1.0741 -2.1235
H -2.9563 1.0229 -0.1928
H -1.8549 -0.7508 1.9165
H 2.0954 0.9518 1.3751
H 1.7708 0.7325 -2.2980


iii) A 2-piece molecular cluster, C5H12N2O2 overall. Source: the OMol25 dataset; level of theory: the ωB97M-V functional and the def2-TZVPD basis.

Calculated values
orbital gap: 10.3 eV
SMILES: N/C=N/CCCC=O.O

Element x y z (Å)
O -0.6253 0.6401 2.2646
O 0.5982 2.3144 -1.7800
N 0.6438 -0.4269 -0.7765
N 2.4619 0.6904 0.0558
C -1.8794 -0.8492 0.8921
C 1.6315 -0.3932 0.0250
C -0.1799 -1.6123 -0.8334
C -1.6379 -1.2378 -0.5687
C -1.2464 0.4719 1.2446
H 1.9219 -1.2061 0.6900
H 0.3556 1.3779 -1.5891
H 2.1468 1.5128 -0.4276
H -2.9588 -0.7951 1.0750
H 0.7763 2.3949 -2.7360
H -1.9325 -0.4125 -1.2221
H -2.2718 -2.0764 -0.8631
H -1.3846 1.3065 0.5389
H 0.1306 -2.4007 -0.1342
H 2.9510 0.8662 0.9236
H -0.0934 -2.0451 -1.8335
H -1.5175 -1.6168 1.5770


iv) One molecule with the formula C5H12N2O2. Source: the OMol25 dataset; level of theory: the ωB97M-V functional and the def2-TZVPD basis.

Calculated values
orbital gap: 9.4 eV
SMILES: CC(C)(CO)/N=C/NO

Element x y z (Å)
O 2.8741 0.8188 -0.4197
O -1.2879 1.9296 0.1314
N 2.5715 -0.2578 0.3416
N 0.2716 0.0365 0.0585
C -1.8089 0.8168 -0.6074
C -1.0743 -1.5755 -1.0897
C -1.1028 -0.4381 -0.0172
C -1.7006 -0.6222 1.2584
C 1.3814 -0.6625 0.3937
H -0.4070 1.5385 0.7290
H -3.0206 1.0608 -0.5807
H -1.4990 1.1004 -1.6309
H 3.4607 -0.9029 0.3424
H -2.8321 -0.7476 1.4548
H -1.3952 -1.5211 1.9763
H 1.8529 1.0136 -0.5922
H 1.3611 -1.7252 0.8492
H -0.2781 -2.4033 -0.9457
H -1.2313 0.2267 1.8095
H -0.6572 -1.1808 -2.1823
H -2.1149 -2.0089 -1.3500


Which of them is least stable? Easy: iv).


i) One molecule with the formula C5H12N2O2. Source: the OMol25 dataset; level of theory: the ωB97M-V functional and the def2-TZVPD basis.

Calculated values
orbital gap: 8.7 eV

Element x y z (Å)
O -2.1075 -1.3681 0.9676
O 0.0368 -1.0889 1.8065
N 1.3580 1.0650 0.7120
N -0.2830 -0.8499 -0.5993
C 0.1847 1.9368 -1.2229
C 0.5770 -1.9927 -0.8802
C -1.0397 -0.7410 0.8411
C -1.0359 0.8547 0.8120
C 0.2048 1.1264 0.0347
H 0.1296 2.9967 -0.9540
H 1.4698 -1.9328 -0.2581
H -0.4101 -1.6974 2.4077
H 1.3562 0.4321 1.5101
H 1.0814 1.7706 -1.8212
H -1.0067 1.2535 1.8234
H -1.0650 -0.8443 -1.2493
H 0.0744 -2.9372 -0.6492
H -1.9206 1.1922 0.2768
H 0.8644 -1.9911 -1.9351
H -0.6918 1.6965 -1.8188
H 2.2234 1.1190 0.1960


ii) A 2-piece molecular cluster, C5H12N2O2 overall. Source: the OMol25 dataset; level of theory: the ωB97M-V functional and the def2-TZVPD basis.

Calculated values
orbital gap: 10.2 eV
SMILES: CCC(N)=O.CC(N)=O

Element x y z (Å)
O 2.0411 3.0683 2.0880
O -0.7964 -0.6878 -0.4783
N -1.4234 -2.8523 -0.2828
N 0.6757 1.6030 3.0492
C 0.6000 -1.3242 -2.9911
C -0.6875 -1.8641 -0.8225
C 0.8449 2.7950 2.2453
C -0.2952 3.5048 1.6954
C 0.3141 -2.3906 -1.8653
H -0.1243 -3.1438 -2.4229
H -0.2498 1.2092 3.2255
H 0.0851 -0.3986 -2.7243
H -2.3141 -2.6407 0.3292
H 1.4181 0.9981 3.3888
H -1.0614 3.7105 2.5779
H 0.0240 4.5002 1.2199
H 1.6075 -0.9160 -3.0729
H 1.2468 -2.7367 -1.3706
H -0.8040 2.9941 0.8396
H -1.4514 -3.7686 -0.6731
H 0.3502 -1.6597 -3.9550


Which of them is least stable? Easy: i).